1.
C5H8N5 | ωB97M-V/def2-TZVPD

ΔE to the lowest compared entry with this formula, charge and spin: 101.2 kcal/mol
multiplicity: 1
net charge: +1
E: -12753.2902 eV

XYZ file:
```
18
Properties=species:S:1:pos:R:3:lowdin_charge:R:1
C 1.770 -2.103 -1.525 -0.239
C 1.008 -0.903 0.006 -0.403
C 0.642 -0.265 1.298 -0.012
C 0.116 0.927 1.427 -0.068
C -1.476 1.095 -0.482 0.104
N 1.823 -1.989 -0.183 0.111
N 0.955 -1.248 -2.091 0.015
N 0.467 -0.427 -1.114 -0.033
N -2.074 0.176 0.273 0.265
N -0.221 1.636 0.102 0.096
H 2.409 -2.903 -1.900 0.116
H 0.836 -0.692 2.280 0.138
H -0.071 1.219 2.431 0.125
H -1.767 1.715 -1.268 0.155
H -1.685 -0.345 1.033 0.133
H -3.062 0.088 0.131 0.158
H -0.108 2.595 0.278 0.163
H 0.437 1.428 -0.697 0.176
```

---

2.
C5H8N5S | ωB97M-V/def2-TZVPD

SMILES: C[N@@+]1(c2nccs2)CNN=N1
ΔE to the lowest compared entry with this formula, charge and spin: 77.9 kcal/mol
multiplicity: 1
net charge: +1
E: -23589.7946 eV

XYZ file:
```
19
Properties=species:S:1:pos:R:3:lowdin_charge:R:1
C -1.041 -1.740 0.218 0.083
N 0.000 -0.672 -0.380 -0.198
C -0.356 0.684 0.147 -0.561
N -1.447 0.816 0.852 0.061
C -1.508 2.082 1.403 -0.177
C -0.441 2.906 1.132 -0.335
S 0.603 2.133 0.001 1.081
C 1.457 -0.995 -0.204 -0.032
N 1.927 -1.037 -1.684 0.064
N 0.838 -0.804 -2.394 0.008
N -0.202 -0.663 -1.851 0.105
H -0.401 -2.648 0.092 0.107
H -1.443 -1.477 1.175 0.080
H -1.869 -1.868 -0.555 0.127
H -2.371 2.117 2.050 0.121
H -0.217 3.941 1.412 0.090
H 1.539 -1.875 0.358 0.109
H 2.083 -0.199 0.181 0.108
H 2.848 -0.702 -1.953 0.158
```

---

3.
C5H8NO2 | ωB97M-V/def2-TZVPD

ΔE to the lowest compared entry with this formula, charge and spin: 155.0 kcal/mol
multiplicity: 1
net charge: -1
E: -10894.5595 eV

XYZ file:
```
16
Properties=species:S:1:pos:R:3:lowdin_charge:R:1
C -0.592 -1.722 -0.599 -0.233
C 0.694 -1.897 0.928 -0.209
C -0.081 1.139 -0.616 -0.221
C 0.612 -0.910 -0.113 -0.302
C -0.166 2.579 -0.421 -0.162
N 0.515 0.350 0.252 -0.318
O 1.142 0.773 1.294 -0.114
O -0.275 -2.787 0.261 -0.153
H -1.452 -1.183 -0.285 0.078
H -0.778 -1.839 -1.667 0.096
H 1.703 -2.546 1.179 0.126
H 0.198 -1.648 2.006 0.132
H -0.883 0.842 -1.298 0.092
H -0.625 3.139 -1.372 0.105
H 0.743 2.949 -0.043 0.027
H -0.755 2.759 0.493 0.056
```